Molecular formula: C32H63BBr11FO10S
Method: DFT, the ωB97M-V functional and the def2-TZVPD basis

Each line ends with the Löwdin charge.
CARTESIAN COORDINATES (ANGSTROEM)
1 C -0.712 4.265 -0.569  -0.10
2 C -0.799 2.774 0.015  -0.23
3 O -1.287 1.780 -0.930  -0.18
4 C -2.462 1.182 -0.284  -0.10
5 C -3.130 0.001 -1.163  -0.30
6 C -4.596 -0.413 -0.659  -0.07
7 C -4.876 -0.159 0.895  -0.20
8 C -5.388 1.320 1.252  -0.21
9 S -4.661 2.036 2.792  0.73
10 O -3.345 1.441 3.202  -0.34
11 O -4.408 3.508 2.513  -0.37
12 O -5.689 1.969 4.102  -0.20
13 O -2.252 -1.129 -1.362  -0.08
14 C -1.999 -1.892 -0.159  -0.29
15 C -0.398 -2.214 -0.180  -0.04
16 B 0.501 -1.102 0.592  -0.57
17 O 1.008 0.082 -0.029  0.08
18 O 0.846 -1.340 1.991  0.01
19 C -2.712 -3.352 -0.182  -0.15
20 C -3.125 -3.896 1.265  -0.68
21 C -4.601 -3.479 1.749  -0.16
22 Br -1.840 -3.467 2.713  0.69
23 C -3.344 0.636 -2.647  -0.17
24 O -4.013 -0.314 -3.534  -0.15
25 C -3.096 -0.945 -4.454  -0.19
26 C -2.653 -0.043 -5.702  -0.13
27 C -1.032 0.064 -5.740  -0.14
28 C -0.555 1.592 -5.499  -0.19
29 O 0.878 1.755 -5.657  -0.06
30 C 1.552 1.671 -4.414  -0.40
31 C 1.463 2.746 -3.245  -0.01
32 O 2.306 0.683 -4.215  0.05
33 C -4.136 2.025 -2.642  -0.19
34 F -3.134 3.061 -2.875  -0.07
35 C -5.180 2.183 -3.863  -0.16
36 C -5.994 3.584 -3.680  -0.11
37 H -1.108 5.043 0.176  0.09
38 H 0.394 4.541 -0.739  -0.05
39 H -1.250 4.419 -1.563  0.07
40 H -1.450 2.827 0.965  0.12
41 H 0.260 2.517 0.395  0.11
42 H -2.082 0.817 0.735  0.14
43 H -3.170 2.049 -0.078  0.12
44 H -5.446 0.091 -1.248  0.14
45 H -4.743 -1.541 -0.840  0.12
46 H -4.014 -0.413 1.592  0.09
47 H -5.735 -0.870 1.189  0.11
48 H -6.526 1.254 1.424  0.12
49 H -5.249 2.089 0.423  0.10
50 H -5.188 2.134 4.940  0.11
51 H -2.183 -1.337 0.815  0.12
52 H -0.024 -2.230 -1.273  0.13
53 H -0.147 -3.227 0.275  0.07
54 H 0.792 0.031 -0.985  0.10
55 H 1.602 -1.977 1.924  0.04
56 H -1.924 -4.089 -0.591  0.09
57 H -3.594 -3.415 -0.899  0.12
58 H -3.145 -5.045 1.180  0.09
59 H -4.974 -4.339 2.421  0.08
60 H -4.591 -2.557 2.428  0.06
61 H -5.345 -3.390 0.883  0.08
62 H -2.297 0.792 -3.090  0.15
63 H -2.200 -1.392 -3.900  0.12
64 H -3.662 -1.851 -4.891  0.13
65 H -3.009 1.036 -5.511  0.09
66 H -3.095 -0.357 -6.700  0.11
67 H -0.590 -0.258 -6.738  0.12
68 H -0.531 -0.541 -4.915  0.11
69 H -1.047 2.262 -6.290  0.14
70 H -0.923 1.965 -4.483  0.11
71 H 1.851 2.243 -2.296  0.07
72 H 0.355 2.982 -3.092  0.07
73 H 2.074 3.688 -3.424  0.09
74 H -4.716 2.243 -1.686  0.13
75 H -4.647 2.286 -4.873  0.11
76 H -5.913 1.316 -3.930  0.12
77 H -6.972 3.377 -3.125  0.07
78 H -6.184 3.994 -4.734  0.08
79 H -5.332 4.343 -3.152  0.07
80 Br 2.761 4.533 -0.267  0.73
81 C 4.514 3.995 0.391  -0.66
82 C 4.703 2.503 0.268  -0.66
83 Br 3.728 1.554 1.664  0.72
84 H 4.595 4.357 1.415  0.05
85 H 5.232 4.527 -0.236  0.06
86 H 5.749 2.235 0.416  -0.02
87 H 4.363 2.102 -0.687  0.06
88 Br 4.309 -2.787 1.042  0.65
89 C 4.532 -1.754 2.680  -0.71
90 C 5.945 -1.849 3.198  -0.80
91 Br 6.263 -3.560 4.077  0.60
92 H 3.787 -2.116 3.389  0.05
93 H 4.293 -0.726 2.402  -0.07
94 H 6.124 -1.097 3.969  0.01
95 H 6.698 -1.748 2.417  -0.07
96 Br 4.277 3.050 5.829  0.60
97 C 3.795 1.164 5.916  -0.70
98 C 4.384 0.503 7.137  -0.68
99 Br 6.285 0.142 6.899  0.61
100 H 4.121 0.710 4.980  0.03
101 H 2.705 1.152 5.961  0.06
102 H 3.927 -0.474 7.303  0.06
103 H 4.285 1.102 8.042  0.05
104 Br 7.164 0.385 1.677  0.79
105 C 8.899 -0.409 2.074  -0.63
106 C 9.640 -0.766 0.810  -0.68
107 Br 8.928 -2.395 0.010  0.62
108 H 8.716 -1.266 2.723  0.05
109 H 9.440 0.356 2.634  0.07
110 H 10.686 -0.989 1.027  0.06
111 H 9.591 0.011 0.048  0.05
112 Br 1.456 -4.910 3.541  0.61
113 C 1.971 -6.507 2.552  -0.67
114 C 1.820 -6.303 1.066  -0.68
115 Br -0.050 -6.407 0.523  0.63
116 H 1.367 -7.329 2.939  0.05
117 H 3.017 -6.678 2.812  0.06
118 H 2.320 -7.100 0.515  0.06
119 H 2.197 -5.339 0.723  0.03

Properties
E_HOMO, eV: -9.5
Electronic energy, eV: -839373.6455
SMILES string: CCOC[C@](CCCS(=O)(=O)O)(O[C@H](CB(O)O)C[C@H](C)Br)[C@@H](OCCCCOC(C)=O)[C@@H](F)CC.BrCCBr.BrCCBr.BrCCBr.BrCCBr.BrCCBr
Frontier orbital gap, eV: 9.66
Lowest unoccupied orbital energy, eV: 0.156
Relative energy (zero: lowest compared OMol25 entry of this formula, charge and spin), kcal per mole: 86.38

---

Molecular formula: C16H21N3O2
Method: DFT, the ωB97M-V functional and the def2-TZVPD basis

Each line ends with the Löwdin charge.
CARTESIAN COORDINATES (ANGSTROEM)
1 O 2.621 -2.104 1.054  0.05
2 O -3.720 0.338 -0.588  0.10
3 N -0.243 0.076 1.339  0.08
4 C 1.851 -1.218 0.731  -0.49
5 C -3.576 0.792 0.510  -0.48
6 C -1.587 0.109 1.478  -0.08
7 C -4.745 3.126 4.232  -0.08
8 C -3.405 3.490 4.210  -0.13
9 C -5.164 2.162 3.309  -0.03
10 C -2.536 3.005 3.228  0.01
11 C -4.339 1.609 2.340  -0.21
12 C -2.991 1.952 2.295  -0.12
13 N -4.698 0.779 1.249  0.16
14 N 2.068 -0.366 -0.339  0.05
15 C 0.589 -1.204 1.573  -0.10
16 C -2.287 1.339 1.147  -0.15
17 C 4.416 -2.850 -4.039  -0.08
18 C 2.506 -1.125 -4.478  -0.06
19 C 3.308 -0.499 -1.135  -0.16
20 C 3.208 -1.757 -2.001  -0.17
21 C 3.645 -1.583 -3.493  -0.39
22 H -2.150 -0.630 2.003  0.14
23 H -5.452 3.741 4.795  0.11
24 H -2.934 4.186 4.935  0.11
25 H -6.222 1.935 3.299  0.11
26 H -1.497 3.524 3.247  0.14
27 H -5.591 0.910 0.703  0.20
28 H 1.129 -0.240 -0.736  0.14
29 H 0.795 -1.266 2.624  0.11
30 H 0.014 -2.128 1.433  0.12
31 H -1.841 2.121 0.579  0.16
32 H 3.751 -3.709 -4.247  0.08
33 H 5.105 -2.751 -4.844  0.05
34 H 4.947 -3.287 -3.177  0.07
35 H 2.037 -0.250 -4.004  0.07
36 H 1.834 -1.881 -4.726  0.05
37 H 3.093 -0.743 -5.347  0.09
38 H 3.295 0.229 -1.811  0.05
39 H 4.258 -0.366 -0.543  0.15
40 H 3.911 -2.408 -1.483  0.10
41 H 2.172 -2.199 -1.900  0.14
42 H 4.423 -0.859 -3.422  0.11

Properties
E_HOMO, eV: -9.0
Electronic energy, eV: -25495.3606
SMILES string: CC(C)CCNC(=O)C/N=C/[C@H]1C(=O)Nc2ccccc21
Frontier orbital gap, eV: 9.46
Lowest unoccupied orbital energy, eV: 0.470
Relative energy (zero: lowest compared OMol25 entry of this formula, charge and spin), kcal per mole: 117.10

---

Molecular formula: CH3N2S
Method: DFT, the ωB97M-V functional and the def2-TZVPD basis

Each line ends with the Löwdin charge.
CARTESIAN COORDINATES (ANGSTROEM)
1 C 0.356 0.188 0.166  -0.68
2 N 0.824 -0.984 0.377  -0.16
3 N -0.755 0.878 0.300  0.22
4 S 2.036 0.009 -0.337  1.13
5 H -0.153 -2.477 -1.202  0.14
6 H -1.558 0.453 0.682  0.13
7 H -0.750 1.934 0.014  0.21

Properties
E_HOMO (alpha / beta), eV: -14.7 / -15.6
Electronic energy, eV: -14888.1282
Net charge: +1
Frontier orbital gap (alpha / beta), eV: 6.78 / 10.13
Lowest unoccupied orbital energy (alpha / beta), eV: -7.926 / -5.493
Relative energy (zero: lowest compared OMol25 entry of this formula, charge and spin), kcal per mole: 83.16

---

Molecular formula: CH5NOSi
Method: DFT, the ωB97M-V functional and the def2-TZVPD basis

Each line ends with the Löwdin charge.
CARTESIAN COORDINATES (ANGSTROEM)
1 C 0.570 -0.143 0.139  -0.39
2 N -0.711 0.508 0.205  -0.09
3 O 1.988 -0.907 -2.719  -0.41
4 Si 0.879 -0.937 -1.701  0.70
5 H -0.969 0.792 1.206  0.12
6 H -0.694 1.195 -0.447  0.00
7 H -0.222 -1.946 -1.796  -0.04
8 H 1.322 0.516 0.477  0.04
9 H 0.468 -0.858 0.968  0.07

Properties
E_HOMO, eV: -9.6
Electronic energy, eV: -12531.9953
SMILES string: NC[SiH]=O
Frontier orbital gap, eV: 9.30
Lowest unoccupied orbital energy, eV: -0.309
Relative energy (zero: lowest compared OMol25 entry of this formula, charge and spin), kcal per mole: 12.38

---

Molecular formula: C6H12N2O5
Method: DFT, the ωB97M-V functional and the def2-TZVPD basis

Each line ends with the Löwdin charge.
CARTESIAN COORDINATES (ANGSTROEM)
1 C 0.111 -1.861 -1.004  -0.26
2 C -0.234 -1.434 0.563  -0.35
3 C 1.309 -1.260 -1.622  -0.18
4 C -0.372 1.086 0.041  -0.21
5 C 0.835 1.782 0.624  -0.56
6 C -1.669 1.864 0.120  -0.16
7 H -1.165 -0.901 -2.330  0.05
8 H -1.923 -1.876 -1.227  0.09
9 H 0.328 -2.876 -0.950  0.11
10 H 1.046 -0.257 -2.124  0.14
11 H 1.943 -1.807 -2.315  0.13
12 H 3.128 -0.928 -0.780  0.06
13 H -0.777 0.114 1.913  0.22
14 H -0.212 0.935 -1.001  0.12
15 H -1.552 2.334 1.093  0.12
16 H -1.671 2.525 -0.701  0.12
17 H -3.499 1.446 -0.408  0.09
18 H 1.951 0.237 0.419  0.07
19 N -1.112 -1.781 -1.851  0.07
20 N -0.336 -0.090 0.936  0.11
21 O -0.604 -2.321 1.326  0.06
22 O 2.261 -1.023 -0.574  -0.04
23 O 0.773 2.832 1.153  0.14
24 O -2.833 0.978 0.125  -0.06
25 O 1.986 1.171 0.782  0.11

Properties
E_HOMO, eV: -9.5
Electronic energy, eV: -19632.6663
SMILES string: N[C@@H](CO)C(=O)N[C@@H](CO)C(=O)O
Frontier orbital gap, eV: 9.88
Lowest unoccupied orbital energy, eV: 0.353
Relative energy (zero: lowest compared OMol25 entry of this formula, charge and spin), kcal per mole: 48.70

---

Molecular formula: CH10Si3
Method: DFT, the ωB97M-V functional and the def2-TZVPD basis

Each line ends with the Löwdin charge.
CARTESIAN COORDINATES (ANGSTROEM)
1 C 0.217 0.041 0.478  -0.79
2 Si -1.919 0.018 0.152  0.64
3 Si 0.937 -1.637 -0.010  0.51
4 Si 0.927 1.602 -0.214  0.48
5 H 0.282 0.036 1.662  0.04
6 H -2.651 -1.191 0.448  -0.10
7 H -1.821 -0.191 -1.455  -0.04
8 H -2.321 1.300 0.348  -0.13
9 H -0.177 -2.199 -0.803  -0.09
10 H 2.123 -1.865 -0.699  -0.11
11 H 0.864 -2.684 0.956  -0.10
12 H 2.293 1.592 -0.403  -0.11
13 H 0.977 2.858 0.610  -0.08
14 H 0.349 2.345 -1.240  -0.11

Properties
E_HOMO, eV: -10.3
Electronic energy, eV: -24828.5632
SMILES string: [SiH3]C([SiH3])[SiH3]
Frontier orbital gap, eV: 10.91
Lowest unoccupied orbital energy, eV: 0.578
Relative energy (zero: lowest compared OMol25 entry of this formula, charge and spin), kcal per mole: 18.21